1.
The molecule C4H6O2, computed with ωB97M-V with the def2-TZVPD basis set.

Element x y z (Å)
1 O 1.621 0.313 1.175
2 C 1.188 -0.604 0.210
3 C -0.323 -0.477 -0.041
4 O -0.930 -0.450 1.252
5 C -0.736 0.636 -0.911
6 C -1.167 1.433 -1.707
7 H 1.000 0.213 1.913
8 H 1.343 -1.651 0.525
9 H 1.763 -0.418 -0.703
10 H -0.648 -1.387 -0.561
11 H -1.591 0.251 1.276
12 H -1.519 2.140 -2.428

Output
total charge	0
electronic energy	-306.4075	hartree
highest occupied orbital energy	-10.09	eV
LUMO	0.8	eV
multiplicity	1
ΔE to the lowest compared entry with this formula, charge and spin	2.689	eV
SMILES string	C#C[C@H](O)CO

Atom charges from the Löwdin analysis, given in e for atoms 1 to 5: atom 1 (O): -0.05, atom 2 (C): -0.23, atom 3 (C): -0.37, atom 4 (O): -0.03, atom 5 (C): -0.07

=====

2.
The molecule C4H6O2, computed with ωB97M-V with the def2-TZVPD basis set.

Element x y z (Å)
1 C -0.220 -0.298 1.436
2 C 0.477 0.653 0.491
3 O 1.558 0.127 -0.260
4 C 0.397 0.516 -0.974
5 C -0.487 -0.553 -1.528
6 O -1.424 -0.288 -2.243
7 H -1.309 -0.195 1.385
8 H 0.046 -1.328 1.180
9 H 0.095 -0.113 2.467
10 H 0.633 1.669 0.859
11 H 0.495 1.402 -1.601
12 H -0.261 -1.592 -1.212

Output
total charge	0
electronic energy	-306.4377	hartree
highest occupied orbital energy	-10.15	eV
LUMO	0.8	eV
multiplicity	1
ΔE to the lowest compared entry with this formula, charge and spin	1.866	eV
SMILES string	C[C@H]1O[C@H]1C=O

Atom charges from the Löwdin analysis, given in e for atoms 1 to 5: atom 1 (C): -0.03, atom 2 (C): -0.29, atom 3 (O): 0.00, atom 4 (C): -0.22, atom 5 (C): -0.21

=====

3.
The molecule C4H6O2 in a non-equilibrium geometry, computed with ωB97M-V with the def2-TZVPD basis set.

Element x y z (Å)
1 O 1.925 1.086 -1.385
2 C 1.132 0.644 -0.608
3 C 0.810 -0.748 -0.143
4 C -0.698 -0.731 0.068
5 C -0.904 0.764 0.420
6 O 0.365 1.424 0.238
7 H 1.260 -1.598 -0.655
8 H 1.222 -0.577 0.858
9 H -1.278 -1.015 -0.817
10 H -0.976 -1.417 0.872
11 H -1.284 0.908 1.436
12 H -1.575 1.258 -0.284

Output
total charge	0
electronic energy	-306.4854	hartree
highest occupied orbital energy	-10.32	eV
LUMO	0.8	eV
multiplicity	1
ΔE to the lowest compared entry with this formula, charge and spin	0.567	eV
SMILES string	O=C1CCCO1

Atom charges from the Löwdin analysis, given in e for atoms 1 to 5: atom 1 (O): 0.14, atom 2 (C): -0.48, atom 3 (C): -0.09, atom 4 (C): -0.15, atom 5 (C): -0.15

=====

4.
The molecule C4H6O2 in a non-equilibrium geometry, computed with ωB97M-V with the def2-TZVPD basis set.

Element x y z (Å)
1 O -1.649 -0.379 -0.986
2 C -0.550 0.139 -1.070
3 C 0.067 1.178 1.013
4 C 0.752 0.036 0.883
5 O 0.021 -1.841 -0.104
6 C 0.634 -0.643 -0.471
7 H -0.958 -1.592 -0.341
8 H -0.451 1.106 -1.562
9 H 0.103 1.903 0.206
10 H -0.505 1.465 1.882
11 H 1.038 -0.627 1.700
12 H 1.499 -0.744 -1.150

Output
total charge	0
electronic energy	-306.3979	hartree
highest occupied orbital energy	-9.81	eV
LUMO	0.7	eV
multiplicity	1
ΔE to the lowest compared entry with this formula, charge and spin	2.950	eV
SMILES string	C=C[C@@H](O)C=O

Atom charges from the Löwdin analysis, given in e for atoms 1 to 5: atom 1 (O): 0.06, atom 2 (C): -0.20, atom 3 (C): 0.00, atom 4 (C): -0.08, atom 5 (O): -0.06

=====

Q: What is the formula in the second record?
A: C4H6O2

=====

Q: Among the records above, which one has the lowest highest occupied orbital energy?
A: number 3